i:
{"formula": "C4H13N3O", "method": "ωB97M-V/def2-TZVPD", "species": ["N", "O", "C", "N", "C", "C", "H", "H", "H", "H", "H", "H", "H", "H", "C", "N", "H", "H", "H", "H", "H"], "coordinates": [[-2.736, -1.321, 0.290], [-1.372, -0.951, 0.118], [-1.182, 0.444, -0.059], [-1.520, 1.006, -1.320], [0.354, 0.786, 0.382], [-1.260, 1.291, 1.112], [-3.105, -0.794, 1.082], [-3.246, -1.032, -0.544], [-2.525, 1.082, -1.458], [-1.097, 0.500, -2.086], [0.759, 0.151, 1.154], [0.737, 1.714, -0.012], [-1.453, 0.838, 2.073], [-1.487, 2.337, 0.985], [2.942, -1.386, -0.080], [2.566, -0.206, -0.840], [2.723, -1.328, 0.997], [4.018, -1.569, -0.191], [2.409, -2.251, -0.480], [3.091, 0.597, -0.497], [1.382, 0.090, -0.625]], "smiles": "NOC1(N)CC1.CN", "gap_ha": 0.331, "e_homo_ev": -8.297}

---

ii:
{"formula": "C4H13N3O", "method": "ωB97M-V/def2-TZVPD", "species": ["N", "C", "C", "N", "C", "C", "N", "H", "H", "H", "H", "H", "H", "H", "H", "H", "H", "H", "O", "H", "H"], "coordinates": [[1.633, 2.599, 1.475], [0.978, 1.329, 1.498], [0.473, 0.787, 0.397], [0.619, 1.407, -0.849], [-0.283, -0.512, 0.380], [-1.790, -0.339, 0.666], [-2.538, -0.559, -0.532], [2.019, 2.759, 2.392], [2.339, 2.670, 0.757], [0.842, 0.884, 2.474], [-0.114, 1.180, -1.508], [0.698, 2.412, -0.873], [0.103, -1.091, 1.208], [-0.045, -1.099, -0.506], [-1.967, 0.634, 1.064], [-2.060, -1.067, 1.435], [-2.098, -1.089, -1.258], [-3.535, -0.610, -0.590], [1.320, -3.211, -2.726], [1.952, -3.820, -3.106], [1.455, -3.264, -1.798]], "smiles": "N/C=C(\\N)CCN.O", "gap_ha": 0.294, "e_homo_ev": -7.159}

---

iii:
{"formula": "C4H13N3O", "method": "ωB97M-V/def2-TZVPD", "species": ["C", "N", "N", "H", "H", "H", "H", "H", "H", "C", "C", "N", "C", "O", "H", "H", "H", "H", "H", "H", "H"], "coordinates": [[0.112, 0.126, -1.614], [-1.046, -0.312, -2.386], [0.456, 1.536, -1.613], [-0.224, 2.062, -1.070], [0.504, 1.932, -2.548], [-0.950, -0.088, -3.374], [-1.880, 0.174, -2.069], [0.975, -0.423, -2.017], [0.441, -0.427, -0.344], [0.112, -1.699, 1.770], [1.119, 0.542, 1.647], [0.243, -0.451, 1.016], [-1.052, 0.125, 0.506], [-1.391, 1.272, 0.683], [-1.702, -0.690, 0.161], [-0.558, -2.380, 1.247], [0.752, 0.822, 2.635], [-0.284, -1.516, 2.773], [1.092, -2.171, 1.860], [1.154, 1.436, 1.027], [2.127, 0.130, 1.710]], "gap_ha": 0.314, "e_homo_ev": -7.811}

---

Stability verdict: ii, ahead by 208.1 kJ/mol

---

i:
{"formula": "C4H13N3O", "method": "ωB97M-V/def2-TZVPD", "species": ["C", "C", "C", "C", "N", "N", "N", "O", "H", "H", "H", "H", "H", "H", "H", "H", "H", "H", "H", "H", "H"], "coordinates": [[-1.331, -0.814, -0.054], [1.439, 0.917, 0.252], [1.281, -0.415, -0.277], [-1.218, -0.878, 1.444], [-1.759, 0.300, -0.596], [-1.441, -2.042, -0.679], [0.299, 1.917, -0.313], [2.656, 1.671, -0.016], [3.221, 1.062, -0.509], [1.284, 0.966, 1.332], [-1.961, 0.187, -1.588], [-0.685, 1.354, -0.364], [-0.872, -2.771, -0.276], [-1.363, -2.021, -1.685], [0.606, 2.132, -1.260], [0.256, 2.804, 0.183], [1.774, -1.189, 0.304], [1.429, -0.505, -1.356], [-0.957, 0.096, 1.846], [-0.467, -1.600, 1.759], [-2.192, -1.172, 1.852]], "gap_ha": 0.260, "e_homo_ev": -6.199}

---

ii:
{"formula": "C4H13N3O", "method": "ωB97M-V/def2-TZVPD", "species": ["C", "C", "C", "C", "H", "H", "H", "H", "H", "H", "H", "H", "H", "H", "H", "H", "H", "N", "N", "N", "O"], "coordinates": [[0.682, 1.209, -0.403], [-0.113, -0.024, -0.293], [0.036, -0.674, -1.645], [0.430, -0.865, 0.910], [-0.159, 1.666, 1.672], [0.805, 3.179, 0.301], [1.655, 1.315, -0.976], [-0.068, 1.719, -1.148], [-1.492, 0.017, 1.077], [1.157, -0.962, -1.687], [-0.041, 0.157, -2.404], [-1.723, -1.264, -1.385], [-1.104, -2.175, -2.445], [1.567, -0.674, 1.090], [0.162, -1.879, 0.704], [0.297, 0.229, 2.543], [-0.496, -0.967, 2.783], [0.921, 2.010, 0.836], [-0.785, -1.750, -1.664], [-0.392, -0.403, 2.032], [-1.339, 0.138, 0.102]], "gap_ha": 0.355, "e_homo_ev": -8.890}

---

Stability verdict: i, ahead by 300.1 kJ/mol

---

i:
{"formula": "C4H13N3O", "method": "ωB97M-V/def2-TZVPD", "species": ["C", "C", "C", "C", "N", "N", "N", "O", "H", "H", "H", "H", "H", "H", "H", "H", "H", "H", "H", "H", "H"], "coordinates": [[0.940, -1.672, 0.063], [-0.728, 0.608, 0.936], [0.339, 0.260, -0.102], [0.149, 0.936, -1.464], [2.215, -1.949, -0.328], [-0.729, 2.033, 1.253], [-2.051, 0.167, 0.459], [-0.037, -2.228, -0.681], [-0.224, -1.136, -0.878], [0.812, -1.693, 1.147], [-0.448, 0.106, 1.880], [1.286, 0.622, 0.310], [2.976, -1.717, 0.290], [2.404, -1.903, -1.319], [-1.358, 2.228, 2.026], [-2.750, 0.290, 1.184], [-1.070, 2.553, 0.451], [-2.035, -0.820, 0.215], [0.871, 0.548, -2.188], [-0.853, 0.749, -1.852], [0.290, 2.020, -1.403]], "gap_ha": 0.330, "e_homo_ev": -8.142}

---

ii:
{"formula": "C4H13N3O", "method": "ωB97M-V/def2-TZVPD", "species": ["H", "N", "C", "N", "N", "C", "C", "C", "H", "H", "H", "H", "H", "H", "H", "H", "H", "H", "O", "H", "H"], "coordinates": [[-3.426, 0.103, 0.600], [-2.784, 0.296, -0.143], [-1.647, -0.233, -0.035], [-1.292, -1.029, 1.073], [-0.580, -0.157, -0.947], [0.460, 0.808, -0.576], [1.834, 0.261, -1.073], [2.009, 0.500, -2.542], [-0.561, -1.712, 1.157], [-2.091, -1.197, 1.668], [-0.898, -0.030, -1.904], [0.387, 1.780, -1.086], [0.375, 1.027, 0.484], [1.794, -0.791, -0.773], [2.694, 0.612, -0.491], [3.018, 0.219, -2.867], [1.485, -0.205, -3.208], [1.694, 1.503, -2.812], [1.164, -0.411, 3.502], [0.678, 0.391, 3.419], [2.049, -0.056, 3.272]], "smiles": "[H]/N=C(\\N)NCCC.O", "gap_ha": 0.360, "e_homo_ev": -9.095}

---

Stability verdict: ii, ahead by 220.0 kJ/mol

---

i:
{"formula": "C3H8OS2", "method": "ωB97M-V/def2-TZVPD", "species": ["C", "C", "O", "H", "H", "H", "H", "C", "S", "S", "H", "H", "H", "H"], "coordinates": [[-3.880, -2.038, 2.649], [-4.246, -1.286, 1.215], [-4.177, -0.054, 1.089], [-4.397, -2.935, 2.564], [-4.601, -1.433, 3.330], [-2.708, -2.211, 2.698], [-4.610, -1.836, 0.211], [5.017, 2.238, -2.114], [3.079, 2.278, -2.350], [2.634, 0.689, -1.050], [5.372, 3.160, -1.603], [5.463, 2.432, -3.138], [5.223, 1.209, -1.811], [1.832, -0.211, -1.691]], "smiles": "CC=O.CSS", "gap_ha": 0.330, "e_homo_ev": -8.604}

---

ii:
{"formula": "C3H8OS2", "method": "ωB97M-V/def2-TZVPD", "species": ["O", "C", "C", "C", "S", "S", "H", "H", "H", "H", "H", "H", "H", "H"], "coordinates": [[0.716, -2.443, -0.723], [0.246, -1.143, -1.094], [-0.103, -0.269, 0.148], [0.122, 1.224, -0.217], [0.783, 2.133, 1.223], [-0.921, 2.524, 2.339], [-0.018, -3.044, -0.773], [1.071, -0.641, -1.589], [-0.571, -1.333, -1.785], [-1.156, -0.396, 0.408], [0.511, -0.705, 0.930], [1.017, 1.220, -0.856], [-0.665, 1.570, -0.879], [-1.031, 1.301, 2.868]], "smiles": "OCCCSS", "gap_ha": 0.355, "e_homo_ev": -9.109}

---

Stability verdict: ii, ahead by 171.9 kJ/mol